No. 1
Here is a molecular structure, C24H48O48S12 from the OMol25 dataset. Energies are from the ωB97M-V functional and the def2-TZVPD basis.

Atoms and positions in Å:
C -18.560 -2.227 -6.561
C -17.998 -0.812 -6.507
O -18.531 -0.246 -7.727
S -18.248 -1.270 -8.907
O -16.889 -1.081 -9.321
O -19.334 -1.362 -9.818
O -18.361 -2.620 -7.915
H -19.571 -2.034 -6.186
H -18.120 -2.829 -5.768
H -16.928 -0.813 -6.734
H -18.164 -0.219 -5.613
C -23.247 2.044 -0.813
C -24.145 3.032 -1.584
O -25.235 3.241 -0.728
S -25.655 1.841 0.007
O -26.331 1.061 -0.988
O -26.238 2.060 1.286
O -24.117 1.430 0.153
H -22.284 2.345 -0.408
H -22.977 1.171 -1.418
H -24.398 2.655 -2.573
H -23.480 3.882 -1.745
C -18.329 -3.914 3.050
C -17.399 -4.379 4.164
O -18.010 -5.586 4.547
S -18.270 -6.427 3.198
O -19.273 -7.412 3.456
O -16.979 -6.723 2.599
O -18.887 -5.112 2.444
H -17.753 -3.287 2.375
H -19.164 -3.428 3.549
H -17.393 -3.733 5.038
H -16.390 -4.476 3.752
C -14.512 0.855 -4.925
C -14.160 1.182 -3.463
O -14.132 -0.088 -2.796
S -14.775 -1.322 -3.633
O -15.823 -1.903 -2.839
O -13.730 -2.138 -4.191
O -15.234 -0.362 -4.868
H -13.555 0.747 -5.434
H -15.164 1.621 -5.332
H -14.992 1.644 -2.927
H -13.282 1.811 -3.342
C -19.006 3.538 3.954
C -17.965 4.648 3.913
O -17.427 4.538 2.607
S -18.508 3.933 1.521
O -18.002 2.725 0.925
O -19.006 5.027 0.758
O -19.600 3.545 2.653
H -19.768 3.720 4.707
H -18.509 2.580 4.110
H -17.228 4.587 4.713
H -18.326 5.679 3.993
C -23.516 0.428 -4.568
C -22.230 -0.251 -4.182
O -22.474 -1.115 -3.106
S -24.079 -1.609 -3.121
O -24.567 -1.925 -1.814
O -24.387 -2.465 -4.227
O -24.461 -0.110 -3.603
H -23.861 0.193 -5.572
H -23.565 1.496 -4.373
H -21.449 0.462 -3.913
H -21.817 -0.816 -5.020
C -21.549 1.205 2.287
C -22.766 0.735 3.077
O -23.000 -0.575 2.513
S -21.643 -1.207 1.830
O -21.909 -2.116 0.755
O -20.660 -1.569 2.809
O -21.272 0.267 1.268
H -20.588 1.190 2.811
H -21.703 2.116 1.712
H -23.564 1.450 2.895
H -22.557 0.568 4.132
C -16.617 0.341 -0.456
C -17.757 -0.421 0.176
O -18.640 -0.589 -0.945
S -18.718 0.744 -1.849
O -19.625 1.731 -1.331
O -18.738 0.345 -3.226
O -17.170 1.129 -1.565
H -15.775 -0.225 -0.842
H -16.212 1.037 0.283
H -18.350 0.012 0.977
H -17.384 -1.428 0.367
C -19.744 -2.915 -2.289
C -20.530 -4.167 -1.833
O -21.507 -4.232 -2.865
S -20.904 -3.935 -4.294
O -21.826 -3.300 -5.193
O -20.150 -5.029 -4.867
O -19.866 -2.808 -3.707
H -18.721 -2.877 -1.927
H -20.280 -2.052 -1.895
H -21.047 -4.116 -0.883
H -19.847 -5.010 -1.972
C -13.052 -5.499 0.392
C -12.899 -5.358 -1.140
O -13.245 -4.005 -1.386
S -12.836 -3.033 -0.186
O -13.842 -2.019 0.033
O -11.485 -2.560 -0.294
O -12.850 -4.212 0.965
H -12.424 -6.302 0.769
H -14.100 -5.638 0.678
H -13.543 -6.000 -1.734
H -11.875 -5.570 -1.455
C -13.474 0.414 5.199
C -14.621 -0.272 5.917
O -15.768 0.505 5.546
S -15.554 1.311 4.130
O -15.620 2.706 4.405
O -16.339 0.701 3.093
O -14.007 0.843 3.965
H -12.636 -0.255 5.019
H -13.175 1.353 5.677
H -14.426 -0.233 6.985
H -14.828 -1.232 5.443
C -13.525 5.586 2.550
C -14.327 5.647 1.251
O -13.795 4.639 0.406
S -13.206 3.404 1.295
O -11.850 3.147 0.920
O -14.092 2.284 1.206
O -13.265 4.172 2.730
H -14.231 5.894 3.321
H -12.566 6.080 2.682
H -14.276 6.590 0.714
H -15.340 5.362 1.541

Output
Total charge: 0
Kohn-Sham gap (eV): 10.121
Relative energy (zero: lowest compared OMol25 entry of this formula, charge and spin) (kcal/mol): 82.9

No. 2
Here is a molecular structure, C27H54OOsP2Si from the OMol25 dataset. Energies are from the ωB97M-V functional and the def2-TZVPD basis.

Atoms and positions in Å:
Os -0.072 0.236 0.338
C 1.205 0.208 2.007
C 2.207 0.531 1.025
C 0.554 2.140 0.875
C 0.281 1.321 2.041
C 1.793 1.667 0.309
C 1.370 -0.812 3.096
H 1.927 -1.663 2.699
H 0.394 -1.127 3.477
H 1.931 -0.407 3.953
C -0.509 1.690 3.236
H -0.232 1.059 4.080
H -1.563 1.505 3.023
H -0.416 2.758 3.492
C -0.090 3.430 0.511
H 0.416 4.299 0.962
H -1.123 3.438 0.867
H -0.076 3.552 -0.579
C 2.638 2.443 -0.645
H 3.308 3.143 -0.122
H 2.047 3.051 -1.326
H 3.276 1.785 -1.246
C 3.565 -0.059 0.994
H 4.199 0.332 1.805
H 4.069 0.175 0.057
H 3.537 -1.143 1.100
C 1.475 -2.952 -1.587
C 2.314 -2.835 -0.556
C 3.763 -3.220 -0.623
C 4.704 -2.301 -1.425
C 4.119 -1.113 -2.144
C 3.279 -1.250 -3.181
C 2.890 -2.599 -3.729
C 1.902 -3.465 -2.935
H 3.878 -4.239 -1.032
H 5.226 -2.940 -2.153
H 4.142 -3.272 0.411
H 2.347 -4.472 -2.852
H 0.419 -2.697 -1.479
H 1.949 -2.484 0.411
H 0.995 -3.589 -3.546
H 2.454 -2.422 -4.722
H 2.980 -0.383 -3.780
H 3.796 -3.200 -3.898
H 5.475 -1.925 -0.735
H 4.579 -0.144 -1.916
P -1.358 -1.707 1.040
C -2.360 -1.438 2.554
H -2.960 -2.335 2.757
H -3.032 -0.583 2.417
H -1.726 -1.248 3.425
C -2.598 -2.244 -0.185
H -3.325 -2.908 0.301
H -2.110 -2.790 -1.000
H -3.123 -1.372 -0.589
C -0.470 -3.259 1.449
H -0.037 -3.689 0.538
H -1.160 -3.983 1.899
H 0.339 -3.076 2.162
P -0.704 0.605 -2.033
C 0.547 1.565 -2.965
H 0.354 1.424 -4.039
H 1.557 1.202 -2.745
H 0.476 2.633 -2.740
C -0.863 -0.790 -3.202
H 0.142 -1.110 -3.517
H -1.404 -0.443 -4.091
H -1.395 -1.637 -2.763
C -2.229 1.576 -2.348
H -2.325 1.804 -3.423
H -2.192 2.515 -1.783
H -3.098 0.998 -2.016
C -3.266 3.718 2.086
Si -3.710 2.123 1.098
C -4.760 1.235 2.396
C -4.761 2.737 -0.373
O -2.465 1.237 0.633
H -4.146 4.216 2.543
H -2.766 4.485 1.474
H -2.594 3.463 2.925
H -5.617 1.807 2.801
H -5.175 0.285 2.036
H -4.133 1.021 3.272
H -4.197 3.514 -0.931
H -5.058 1.930 -1.063
H -5.682 3.221 0.006

Output
Total charge: +2
2S+1: 5
Kohn-Sham gap (alpha / beta) (eV): 7.984 / 4.728

No. 3
Here is 2 unconnected molecules or ions with the total composition C14H23N2 from the OMol25 dataset. Energies are from the ωB97M-V functional and the def2-TZVPD basis.

Atoms and positions in Å:
C -1.567 -1.122 1.027
N -0.315 -0.376 1.158
C 0.919 -1.150 1.061
C -0.294 0.928 1.261
H -1.311 -2.185 0.986
H -2.238 -0.931 1.876
H -2.101 -0.848 0.107
H 0.647 -2.205 1.030
H 1.473 -0.894 0.146
H 1.579 -0.949 1.918
H 0.669 1.446 1.325
H -1.232 1.488 1.215
C 4.252 7.426 2.649
C 3.002 8.053 2.742
C 1.825 7.322 2.552
C 1.871 5.951 2.267
C 0.578 5.186 2.072
C 0.040 4.610 3.383
C -1.276 3.785 3.356
C -1.087 2.701 4.465
C 0.351 2.900 4.980
N 0.984 3.672 3.919
C 3.123 5.327 2.152
C 4.302 6.059 2.345
H 5.173 7.998 2.799
H 2.943 9.117 2.969
H 0.850 7.812 2.624
H -0.169 5.854 1.626
H 0.748 4.338 1.392
H -0.143 5.451 4.089
H -2.170 4.400 3.521
H -1.369 3.295 2.378
H -1.840 2.777 5.257
H -1.158 1.702 4.015
H 0.341 3.456 5.941
H 0.877 1.949 5.143
H 1.893 4.052 4.164
H 3.172 4.261 1.912
H 5.268 5.560 2.262

Output
Total charge: +1
Kohn-Sham gap (eV): 6.055
Relative energy (zero: lowest compared OMol25 entry of this formula, charge and spin) (kcal/mol): 25.5

No. 4
Here is 3 unconnected molecules or ions with the total composition C21H38BrF2INO5P from the OMol25 dataset. Energies are from the ωB97M-V functional and the def2-TZVPD basis.

Atoms and positions in Å:
C -1.123 0.826 4.179
C -2.326 0.496 3.064
Br -3.823 -0.334 4.174
C -1.895 -0.646 1.970
C -1.944 -0.166 0.403
C -3.482 0.345 0.158
C -4.179 -0.177 -1.230
F -3.652 1.830 0.189
N -1.625 -1.458 -0.379
C -0.136 -1.850 -0.262
O 0.424 -3.054 -0.122
C 0.545 -0.334 -0.302
P 1.770 -0.168 -1.757
C 2.201 -1.880 -2.541
C 3.451 0.377 -0.937
C -0.689 0.787 -0.159
I -1.062 1.796 -2.114
C -0.008 1.869 0.867
C -0.922 3.189 1.197
F 1.257 2.385 0.224
H -1.054 1.989 4.410
H -1.344 0.223 5.179
H -0.062 0.424 3.808
H -2.791 1.471 2.614
H -0.828 -1.051 2.318
H -2.631 -1.557 2.082
H -4.167 -0.065 1.046
H -5.332 0.118 -1.174
H -3.726 0.271 -2.215
H -4.148 -1.369 -1.201
H -1.659 -1.352 -1.437
H 1.188 -0.336 0.679
H 3.213 -1.700 -3.148
H 1.397 -2.251 -3.326
H 2.469 -2.707 -1.740
H 3.413 0.342 0.235
H 3.611 1.508 -1.250
H 4.357 -0.314 -1.290
H 0.359 1.355 1.876
H -1.430 3.138 2.274
H -1.701 3.477 0.374
H -0.164 4.107 1.268
O 0.212 -1.639 3.555
C 0.928 -2.196 4.386
O 0.643 -2.109 5.704
C 1.300 -2.870 6.735
C 2.574 -2.182 7.185
C 2.184 -2.900 3.960
H 1.466 -3.903 6.416
H 0.603 -2.918 7.576
H 3.298 -2.103 6.369
H 3.040 -2.735 8.007
H 2.361 -1.162 7.520
H 2.988 -2.168 3.854
H 2.001 -3.380 2.994
H 2.496 -3.692 4.638
O -1.756 3.104 -5.252
C -0.965 2.426 -5.906
O 0.335 2.784 -5.991
C 1.372 1.968 -6.568
C 1.442 2.164 -8.069
C -1.445 1.245 -6.697
H 1.252 0.919 -6.282
H 2.313 2.301 -6.119
H 0.515 1.854 -8.559
H 2.268 1.586 -8.495
H 1.590 3.222 -8.312
H -1.840 1.590 -7.656
H -2.245 0.752 -6.134
H -0.682 0.487 -6.866

Output
Total charge: 0
Structure (SMILES): C[C@H](Br)C[C@]1([C@H](C)F)NC(=O)[C@@H](P(C)C)[C@]1(I)[C@H](C)F.CCOC(C)=O.CCOC(C)=O
Kohn-Sham gap (eV): 8.170

No. 5
Here is a single C4H5Cl3 molecule from the OMol25 dataset. Energies are from the ωB97M-V functional and the def2-TZVPD basis.

Atoms and positions in Å:
C -0.602 -0.514 0.353
C 0.872 -0.070 -0.265
C 2.186 0.172 0.019
C -1.703 0.448 -0.043
Cl -1.088 -2.130 -0.491
Cl 3.162 0.979 -1.117
Cl 2.823 -0.279 1.530
H -0.473 -0.789 1.344
H 0.580 0.406 -1.133
H -2.514 -0.022 0.407
H -1.780 0.402 -1.064
H -1.463 1.398 0.458

Output
Total charge: 0
Structure (SMILES): C[C@@H](Cl)C=C(Cl)Cl
Kohn-Sham gap (eV): 10.082
Relative energy (zero: lowest compared OMol25 entry of this formula, charge and spin) (kcal/mol): 28.5

No. 6
Here is a molecular structure, C7H7N from the OMol25 dataset. Energies are from the ωB97M-V functional and the def2-TZVPD basis.

Atoms and positions in Å:
C -0.397 -0.196 1.908
C 0.916 -0.627 1.889
C -1.003 -0.586 0.722
C 1.312 -1.402 0.852
C -1.108 0.381 -0.518
C 0.328 0.042 -1.045
C 0.652 -1.411 -0.513
N -0.435 -1.701 0.251
H -0.788 0.425 2.658
H 1.617 -0.439 2.575
H -1.992 0.133 -1.300
H -1.326 1.435 -0.198
H 0.294 0.253 -2.123
H 1.120 0.745 -0.635
H 0.893 -2.141 -1.391

Output
Total charge: 0
2S+1: 3
Kohn-Sham gap (alpha / beta) (eV): 6.748 / 7.718
Relative energy (zero: lowest compared OMol25 entry of this formula, charge and spin) (kcal/mol): 35.8

No. 7
Here is a molecular structure, C3H3IN2O from the OMol25 dataset. Energies are from the ωB97M-V functional and the def2-TZVPD basis.

Atoms and positions in Å:
C -0.387 -0.099 -0.069
C -1.059 -1.277 -0.127
C 0.411 -0.262 1.028
N 0.202 -1.384 1.632
N 1.520 1.128 1.816
O -0.677 -2.060 0.868
I 2.580 0.146 3.383
H -0.343 0.808 -0.663
H -1.753 -1.766 -0.742
H 2.256 1.302 1.138

Output
Total charge: 0
Kohn-Sham gap (eV): 8.745
Relative energy (zero: lowest compared OMol25 entry of this formula, charge and spin) (kcal/mol): 86.6

No. 8
Here is a gas-phase ion, C4H4O4 (charge -2) from the OMol25 dataset. Energies are from the ωB97M-V functional and the def2-TZVPD basis.

Atoms and positions in Å:
O -2.611 -0.220 -1.389
C -1.730 0.416 -0.677
O -1.971 1.691 -0.603
C -0.618 -0.395 0.083
C 0.633 0.471 0.226
C 1.840 -0.478 0.581
O 2.965 -0.044 1.022
O 1.603 -1.719 0.230
H -1.057 -0.865 0.898
H -0.467 -1.151 -0.632
H 0.541 1.168 0.928
H 0.871 1.126 -0.667

Output
Total charge: -2
Structure (SMILES): O=C([O-])CCC(=O)[O-]
Kohn-Sham gap (eV): 7.040
Relative energy (zero: lowest compared OMol25 entry of this formula, charge and spin) (kcal/mol): 29.7

No. 9
Here is 6 unconnected molecules or ions with the total composition C9H21Cl6N3O6 from the OMol25 dataset. Energies are from the ωB97M-V functional and the def2-TZVPD basis.

Atoms and positions in Å:
Cl 2.366 -0.888 -1.063
C 3.316 0.332 -0.157
C 4.734 0.397 -0.668
Cl 5.714 1.395 0.435
H 3.338 -0.026 0.871
H 2.770 1.272 -0.141
H 4.825 0.795 -1.677
H 5.192 -0.589 -0.679
Cl 0.608 2.516 -1.867
C 1.939 3.522 -2.516
C 1.646 4.998 -2.329
Cl 1.666 5.530 -0.620
H 2.099 3.232 -3.550
H 2.850 3.300 -1.957
H 0.645 5.226 -2.683
H 2.432 5.547 -2.841
Cl -0.684 -0.485 1.192
C -1.579 -1.333 -0.093
C -1.086 -0.992 -1.473
Cl -2.349 -1.465 -2.663
H -2.637 -1.100 0.022
H -1.561 -2.386 0.175
H -0.207 -1.553 -1.765
H -0.868 0.067 -1.567
C -1.180 -5.687 -0.024
N 0.000 -5.324 -0.855
O 0.884 -6.145 -0.910
O -0.003 -4.249 -1.397
H -1.662 -6.562 -0.447
H -1.832 -4.823 0.041
H -0.847 -5.936 0.981
C -4.175 -1.367 2.576
N -3.643 -2.756 2.515
O -3.547 -3.352 3.565
O -3.438 -3.255 1.426
H -3.459 -0.628 2.210
H -4.431 -1.031 3.575
H -5.071 -1.399 1.962
C -0.253 2.992 1.535
N -0.628 4.341 2.076
O -1.423 4.992 1.447
O -0.062 4.697 3.081
H -0.296 2.226 2.300
H 0.786 3.183 1.266
H -0.888 2.771 0.690

Output
Total charge: 0
Structure (SMILES): C[N+](=O)[O-].C[N+](=O)[O-].C[N+](=O)[O-].ClCCCl.ClCCCl.ClCCCl
Kohn-Sham gap (eV): 10.661
Relative energy (zero: lowest compared OMol25 entry of this formula, charge and spin) (kcal/mol): 8.4

no.,strongest force on any atom (eV Å⁻¹)
1,2.757
2,5.663
3,2.745
4,8.696
5,4.442
6,4.915
7,5.012
8,4.990
9,1.020